C2H3N3S2 | the ωB97M-V functional and the def2-TZVPD basis

ΔE to the lowest compared entry with this formula, charge and spin (kJ/mol): 397.0
E_tot (eV): -28258.6546
Orbital gap (spin up / spin down) (eV): 8.01 / 8.01

XYZ file:
```
10
C2H3N3S2 the ωB97M-V functional and the def2-TZVPD basis
C -0.739 -0.520 -0.691
C -0.150 -1.106 0.549
N 1.163 -0.605 0.604
N 1.213 0.322 -0.277
N -0.122 0.814 -0.581
S -0.489 1.637 0.840
S -0.777 -0.223 1.930
H -0.144 -0.914 -1.505
H -1.880 -0.462 -0.722
H 1.924 1.058 -0.146
```

C2H3N3S2 | the ωB97M-V functional and the def2-TZVPD basis

ΔE to the lowest compared entry with this formula, charge and spin (kJ/mol): 336.8
E_tot (eV): -28259.2777
Orbital gap (spin up / spin down) (eV): 7.61 / 5.98

XYZ file:
```
10
C2H3N3S2 the ωB97M-V functional and the def2-TZVPD basis
C 0.084 1.109 -1.984
C 0.112 0.271 0.359
N 0.282 0.894 -0.653
N -0.191 0.255 -2.883
N 0.257 -0.729 2.735
S -0.230 -1.290 -3.167
S -0.762 -0.727 1.343
H 0.158 2.149 -2.268
H 0.476 -1.683 3.005
H -0.186 -0.249 3.513
```

C2H3N3S2 | the ωB97M-V functional and the def2-TZVPD basis

ΔE to the lowest compared entry with this formula, charge and spin (kJ/mol): 183.5
E_tot (eV): -28260.8670
Orbital gap (eV): 9.79

XYZ file:
```
10
C2H3N3S2 the ωB97M-V functional and the def2-TZVPD basis
S 2.281 0.147 -0.156
C 0.708 -0.437 0.108
N 0.478 -1.740 0.147
N -0.842 -1.839 0.034
C -1.483 -0.684 -0.159
N -0.537 0.286 -0.186
S -0.491 1.915 0.128
H 2.594 0.733 1.241
H -2.527 -0.563 -0.092
H -0.181 2.183 -1.065
```

C2H3N3S2 | the ωB97M-V functional and the def2-TZVPD basis

ΔE to the lowest compared entry with this formula, charge and spin (kJ/mol): 288.3
E_tot (eV): -28259.7813
Orbital gap (eV): 8.64

XYZ file:
```
10
C2H3N3S2 the ωB97M-V functional and the def2-TZVPD basis
N 2.569 0.993 1.778
C 1.588 0.771 1.134
C 0.270 0.382 0.620
N -0.427 1.505 0.464
S -1.867 1.319 -0.369
N -0.068 -0.927 0.120
S 0.071 -0.816 -1.642
H -1.621 -0.059 -0.888
H 0.618 -1.774 0.410
H -1.133 -1.394 -1.627
```

C2H3N4O | the ωB97M-V functional and the def2-TZVPD basis

ΔE to the lowest compared entry with this formula, charge and spin (kJ/mol): 576.3
E_tot (eV): -10116.7735
Net charge: +1
Orbital gap (spin up / spin down) (eV): 8.35 / 8.35

XYZ file:
```
10
C2H3N4O the ωB97M-V functional and the def2-TZVPD basis
C -2.212 -0.025 -0.165
C 1.294 0.520 -0.126
N -1.228 -0.702 -0.649
N -1.275 0.951 0.408
N -0.342 0.300 -0.122
N 1.776 -0.658 0.247
O 1.500 1.552 -0.604
H -3.348 0.012 0.009
H 1.163 -1.365 0.402
H 2.672 -0.586 0.599
```

C2H3N4P | the ωB97M-V functional and the def2-TZVPD basis

ΔE to the lowest compared entry with this formula, charge and spin (kJ/mol): 26.8
E_tot (eV): -17364.7706
Multiplicity: 3
<S²>: 2.04
Orbital gap (spin up / spin down) (eV): 6.37 / 7.20

XYZ file:
```
10
C2H3N4P the ωB97M-V functional and the def2-TZVPD basis
C 1.114 -0.257 0.924
C 1.386 -1.457 0.239
N 0.419 0.705 0.519
N -1.851 0.086 -0.100
N 1.800 -2.296 -0.410
N -0.713 0.741 -0.104
P -2.482 -1.263 0.272
H 1.942 0.133 1.450
H -0.794 1.650 -0.600
H -1.361 -2.012 0.743
```

- What is the E_tot in the first record?
  -28258.6546 eV

- The highest E_tot belongs to which entry?
  C2H3N4O

What did the fourth record say?
C2H3N3S2 | the ωB97M-V functional and the def2-TZVPD basis

ΔE to the lowest compared entry with this formula, charge and spin (kJ/mol): 288.3
E_tot (eV): -28259.7813
Orbital gap (eV): 8.64

XYZ file:
```
10
C2H3N3S2 the ωB97M-V functional and the def2-TZVPD basis
N 2.569 0.993 1.778
C 1.588 0.771 1.134
C 0.270 0.382 0.620
N -0.427 1.505 0.464
S -1.867 1.319 -0.369
N -0.068 -0.927 0.120
S 0.071 -0.816 -1.642
H -1.621 -0.059 -0.888
H 0.618 -1.774 0.410
H -1.133 -1.394 -1.627
```

- Among the records above, which one has the lowest E_tot?
  number 3